<one>
2 unconnected molecules or ions with the total composition C5H12NO, computed with ωB97M-V with the def2-TZVPD basis set.

- E_HOMO: -2.9 eV
- Total charge: -1
- 2S+1: 1

Last columns: bonded neighbours and bond lengths (Å).
Cartesian coordinates (Å):
1 H 0.8472 -0.8155 -0.6026  C6 1.123
2 H 0.0532 -2.2898 -0.0090  C6 1.117
3 H -1.3015 -0.1927 0.3770  C7 1.143
4 H 1.8369 -2.1133 0.3659  C6 1.127
5 H -2.0096 2.0023 -2.6055  N13 1.030
6 C 0.8628 -1.5602 0.2381  H1 1.123, H2 1.117, H4 1.127, C11 1.483
7 C -0.6153 0.2258 1.1890  H3 1.143, C11 1.486, H15 1.109, H17 1.099
8 H 0.2062 1.2986 -3.2500  C12 1.111
9 H 1.8307 -1.6992 2.8361  C18 1.116
10 H -1.0768 2.3814 -1.2254  N13 1.030
11 C 0.4665 -0.7648 1.4254  C6 1.483, C7 1.486, C18 1.369
12 C -0.1590 0.9038 -2.2780  H8 1.111, N13 1.506, O14 1.331, H19 1.148
13 N -1.4048 1.6369 -1.8563  H5 1.030, H10 1.030, C12 1.506
14 O 0.6452 0.8963 -1.2173  C12 1.331
15 H -0.1900 1.1265 0.7026  C7 1.109
16 H 0.7289 -0.4321 3.6031  C18 1.113
17 H -1.1528 0.4861 2.1117  C7 1.099
18 C 1.0246 -0.9472 2.6620  H9 1.116, C11 1.369, H16 1.113
19 H -0.5925 -0.1430 -2.4666  C12 1.148



<two>
A gas-phase ion, C5H12NO (charge -1), computed with ωB97M-V with the def2-TZVPD basis set.

- E_HOMO: -2.2 eV
- Total charge: -1
- 2S+1: 1
- SMILES: NCCCCC[O-]

Last columns: bonded neighbours and bond lengths (Å).
Cartesian coordinates (Å):
1 H -0.6920 -0.8442 -1.6694  C18 1.143
2 O -2.3504 2.8486 0.8626  C17 1.370
3 H -1.7885 1.1896 -0.5458  C9 1.154
4 H 1.1539 -0.9039 -1.5823  C18 1.050
5 H 0.7555 1.3622 -1.3043  C19 1.160
6 H -0.4548 -2.5483 -0.4764  C7 1.046
7 C 0.2632 -1.8907 -0.0928  H6 1.046, N10 1.442, H16 1.052, C18 1.487
8 H -0.5096 2.3961 1.7436  C17 1.103
9 C -0.8797 0.9997 0.1391  H3 1.154, H11 1.091, C17 1.611, C19 1.416
10 N 1.5820 -2.4592 0.0424  C7 1.442, H12 1.029, H14 1.056
11 H -1.1888 0.3137 0.9287  C9 1.091
12 H 1.4305 -2.9650 0.9259  N10 1.029
13 H 1.1184 0.5998 0.3325  C19 1.130
14 H 2.3881 -1.8773 0.3984  N10 1.056
15 H -0.2693 3.1114 0.1889  C17 1.160
16 H -0.1267 -1.7025 0.8657  C7 1.052
17 C -1.0364 2.4706 0.7771  O2 1.370, H8 1.103, C9 1.611, H15 1.160
18 C 0.2629 -0.7512 -1.0474  H1 1.143, H4 1.050, C7 1.487, C19 1.512
19 C 0.3418 0.6506 -0.4867  H5 1.160, C9 1.416, H13 1.130, C18 1.512



Least stable = <two>



<one>
A gas-phase ion, C5H12NO (charge -1), computed with ωB97M-V with the def2-TZVPD basis set.

- E_HOMO: -2.2 eV
- Total charge: -1
- 2S+1: 1
- SMILES: CCCCNC[O-]

Last columns: bonded neighbours and bond lengths (Å).
Cartesian coordinates (Å):
1 H 2.0128 1.9711 1.1243  C5 1.082
2 H 1.5408 0.0015 0.0603  C16 1.098
3 C -0.1984 -1.9428 -1.4511  H6 1.158, O7 1.307, N14 1.517, H19 1.153
4 H -0.5989 1.7108 2.4883  C12 1.077
5 C 0.9525 1.7724 1.0470  H1 1.082, C12 1.569, H13 1.097, C16 1.519
6 H 0.6653 -2.4342 -0.8572  C3 1.158
7 O -1.4204 -2.3616 -1.2513  C3 1.307
8 H 1.0628 1.8560 3.1558  C12 1.080
9 H 0.3972 3.3284 2.5168  C12 1.118
10 H -1.3114 -0.5760 0.2791  C17 1.113
11 H -1.0375 1.0891 -0.3943  C17 1.104
12 C 0.3512 2.2145 2.4276  H4 1.077, C5 1.569, H8 1.080, H9 1.118
13 H 0.6521 2.4701 0.2552  C5 1.097
14 N 0.0172 -0.4420 -1.4994  C3 1.517, C17 1.519, H18 1.032
15 H 0.5503 -0.3159 1.5778  C16 1.100
16 C 0.6995 0.3180 0.6914  H2 1.098, C5 1.519, H15 1.100, C17 1.580
17 C -0.5778 0.1021 -0.2126  H10 1.113, H11 1.104, N14 1.519, C16 1.580
18 H -0.5686 -0.0158 -2.2345  N14 1.032
19 H 0.1150 -2.3094 -2.4983  C3 1.153



<two>
A gas-phase ion, C5H12NO (charge -1), computed with ωB97M-V with the def2-TZVPD basis set.

- E_HOMO: -2.5 eV
- Total charge: -1
- 2S+1: 1
- SMILES: CCNCCC[O-]

Last columns: bonded neighbours and bond lengths (Å).
Cartesian coordinates (Å):
1 H -0.3810 2.9010 0.1728  C5 1.235
2 H 0.4557 -2.0243 1.6477  C14 1.056
3 H -0.0452 2.1562 -2.0416  C12 1.162
4 H 1.1824 -0.4558 1.5189  C14 1.150
5 C -0.2226 1.6777 0.1206  H1 1.235, C11 1.547, C12 1.617, H18 1.111
6 H 0.4653 -2.3688 -0.8771  C15 1.030
7 H -0.9232 -0.7666 -0.3897  N10 1.072
8 H 1.5802 -1.1006 -0.9244  C15 1.114
9 H 2.1455 -2.7008 -0.0824  C15 1.151
10 N -0.7636 -0.7550 0.6707  H7 1.072, C11 1.605, C14 1.556
11 C -1.0884 0.7746 1.0308  C5 1.547, N10 1.605, H13 1.053, H17 1.161
12 C -0.5242 1.2972 -1.4218  H3 1.162, C5 1.617, O16 1.315, H19 1.157
13 H -0.6545 0.9142 1.9804  C11 1.053
14 C 0.6748 -1.2942 0.9167  H2 1.056, H4 1.150, N10 1.556, C15 1.568
15 C 1.2703 -2.0030 -0.3494  H6 1.030, H8 1.114, H9 1.151, C14 1.568
16 O -0.0933 0.1104 -1.7884  C12 1.315
17 H -2.2193 0.7076 0.7778  C11 1.161
18 H 0.8156 1.5088 0.4792  C5 1.111
19 H -1.6743 1.4213 -1.4409  C12 1.157



<three>
A gas-phase ion, C5H12NO (charge -1), computed with ωB97M-V with the def2-TZVPD basis set.

- E_HOMO: -2.5 eV
- Total charge: -1
- 2S+1: 1
- SMILES: NCCCCC[O-]

Last columns: bonded neighbours and bond lengths (Å).
Cartesian coordinates (Å):
1 H 1.4867 2.1564 0.6615  C11 1.089
2 H 0.6961 -2.2150 0.8666  C9 1.021
3 H 1.7901 1.0402 -0.4299  C11 1.048
4 O -1.0332 1.0383 -1.1218  C5 1.327
5 C -0.2325 1.9961 -0.6717  O4 1.327, C11 1.659, H12 1.104, H16 1.159
6 C 0.6255 0.0198 1.1037  C9 1.499, H10 1.120, C11 1.609, H19 1.193
7 H -0.4542 -0.3553 -1.1240  C17 1.167
8 H -1.8670 -1.6796 0.7188  N18 0.951
9 C 0.6481 -1.3056 0.4044  H2 1.021, C6 1.499, H15 1.128, C17 1.630
10 H -0.2271 0.1958 1.8081  C6 1.120
11 C 0.9952 1.3000 0.2012  H1 1.089, H3 1.048, C5 1.659, C6 1.609
12 H -0.7784 2.4562 0.1708  C5 1.104
13 H -2.3908 -0.6785 -0.5035  N18 1.117
14 H -0.1009 -2.1628 -1.5168  C17 1.076
15 H 1.6840 -1.2769 -0.0407  C9 1.128
16 H 0.2262 2.6157 -1.5372  C5 1.159
17 C -0.4627 -1.4693 -0.7778  H7 1.167, C9 1.630, H14 1.076, N18 1.655
18 N -2.0065 -1.6887 -0.2221  H8 0.951, H13 1.117, C17 1.655
19 H 1.4014 0.0130 2.0104  C6 1.193



Least stable = <three>